(1)
# C22H37AgN3O2PSi

C22H37AgN3O2PSi as an isolated structure (ωB97M-V/def2-TZVPD, OMol25).

Computed properties:
**HOMO-LUMO gap**: 8.64 eV
**Lowest unoccupied orbital energy**: 0.4 eV
**HOMO energy**: -8.263 eV

Element x y z (Å)
H: 0.9805 -1.8806 4.0371
C: -0.1573 1.2993 4.2048
Si: -2.4969 -0.0652 0.9545
C: 0.4115 -0.9923 3.7888
H: 3.7728 1.0551 0.7884
H: 2.0325 2.3426 -1.2999
H: -1.8231 1.2902 -1.4964
H: 0.6724 -1.0937 -4.1493
C: -2.3463 2.0456 -0.9190
H: 2.3048 0.8779 -4.5067
H: 1.2853 0.1975 5.3507
C: -3.1967 4.2827 -0.6984
H: 4.9603 -1.6826 -3.7237
H: 3.8093 0.8472 -3.5679
H: -5.3934 0.0347 0.1292
C: -5.0941 -0.9774 0.4146
H: -0.0177 2.2142 4.7684
H: -3.1882 -2.8743 1.1296
H: -3.9312 2.4402 2.0369
H: -5.1030 0.7330 2.5162
C: -1.0716 1.2602 3.1598
C: 1.5779 -1.6690 -3.9311
C: 1.8329 1.2827 -1.1217
C: -1.2669 0.1024 2.4057
C: -3.5288 2.6729 1.0572
C: 4.1074 1.0587 -0.2541
H: 1.9485 -2.0889 -4.8703
H: -1.6333 2.1567 2.9204
H: 5.0122 0.4655 -0.3478
O: 2.1350 -1.9728 -1.0267
H: 6.0529 -2.1522 -0.2513
H: -4.6053 -2.9582 2.1943
H: 4.3404 2.0884 -0.5374
C: -3.7080 -2.3785 1.9525
H: 1.1679 0.9269 -1.9102
C: -0.4952 -1.0161 2.7381
H: 1.3117 1.1968 -0.1605
C: 4.9703 -2.1769 -0.3896
H: -5.5614 -0.8454 3.1528
H: -0.6308 -1.9349 2.1746
O: -1.8167 -0.9234 -0.2033
N: 3.0895 0.5426 -1.1530
H: 4.4932 -1.6624 0.4434
C: 5.2060 -2.2094 -2.8053
C: -2.8450 1.6917 0.3361
H: -4.2395 4.6955 1.1303
H: -5.9947 -1.5294 0.7046
C: -4.7177 -0.2544 2.7793
C: 3.1169 0.2395 -4.1451
N: 2.5912 -0.8288 -3.3136
N: 4.6334 -1.5164 -1.6556
H: 1.3188 -2.4860 -3.2621
H: -3.3339 5.2817 -1.0934
H: 4.6403 -3.2206 -0.3715
C: -4.0823 -0.9427 1.5660
H: -2.1224 3.5722 -2.4129
P: 3.0333 -1.0139 -1.7372
H: -3.0560 -2.3861 2.8301
C: -2.5176 3.3222 -1.4351
H: -3.9978 -0.1437 3.5949
H: 4.8570 -3.2457 -2.8880
C: -3.7060 3.9528 0.5492
H: 3.6413 -0.1662 -5.0158
H: 6.2912 -2.2248 -2.6935
C: 0.5808 0.1699 4.5285
H: -4.6592 -1.4643 -0.4616
Ag: 0.1588 -1.3623 -0.5278

Cartesian forces (eV/Å) of the 6 atoms listed first:
H 0.002 0.003 -0.016
C 0.033 0.022 0.037
Si 0.066 0.130 0.341
C 0.036 -0.024 0.001
H 0.000 -0.018 -0.006
H 0.006 -0.021 -0.024



(2)
# C22H37BrDyO3SSi

C22H37BrDyO3SSi as an isolated structure (ωB97M-V/def2-TZVPD, OMol25).

Computed properties:
**HOMO-LUMO gap (alpha / beta)**: 7.05 / 7.23 eV
**Total charge**: -1
**Multiplicity**: 6
**Lowest unoccupied orbital energy (alpha / beta)**: 2.5 / 2.6 eV
**HOMO energy (alpha / beta)**: -4.529 / -4.625 eV

Element x y z (Å)
H: 2.4489 -0.6189 5.3419
C: -0.1102 0.8753 -3.3175
C: -0.2242 -0.8562 5.8728
O: -0.4368 -3.1899 3.7672
H: -2.9732 -3.7539 2.7856
H: -3.0948 1.8686 -2.1561
H: 2.6511 0.7198 -2.6678
C: 1.3614 -4.3389 2.5746
H: -5.1581 -1.7819 2.3475
H: -0.3381 1.8401 5.5394
C: -3.4422 -1.7960 3.6318
H: 1.6045 -0.3717 1.4256
C: -0.3808 1.2634 4.6048
C: -0.9402 1.9018 -2.7691
Dy: -0.5267 0.3811 -0.9032
C: 1.4271 1.5838 0.3441
H: -0.7973 -5.8149 3.4882
C: -0.8531 -0.3427 -3.3540
C: -2.2220 1.3173 -2.4974
H: 0.6757 -6.3015 4.3600
H: -4.2099 -0.2664 2.3079
H: -4.2570 -0.1761 4.8277
H: 2.0766 -2.8597 4.7819
C: 2.2300 -0.3045 -0.7298
H: -5.1892 -1.6904 4.8785
H: 2.0713 -5.1732 2.6652
H: -0.1853 -0.2927 6.8187
H: -0.6023 -5.4208 5.2238
H: -1.4256 1.0196 4.3766
H: -0.5021 -1.2933 -3.7648
C: 1.7016 1.9340 -1.0130
C: 1.5911 -3.8203 4.9925
H: -3.5982 -1.7110 1.4700
H: -4.4539 -3.6742 3.7605
C: 0.6050 -4.1902 3.8885
H: 1.0685 2.2592 1.1215
C: 1.8685 0.3027 5.1970
H: 0.3035 -1.8070 6.0111
H: 2.5429 -1.3275 -0.9375
H: 0.0306 1.8707 3.7903
C: -0.0796 -5.5080 4.2607
H: -1.2769 -1.0524 5.6361
H: -0.6705 2.9477 -2.6048
C: -3.4153 -3.3186 3.6899
H: 0.6690 -4.5484 1.7523
C: -4.1777 -1.2691 4.8565
Si: -0.6933 -1.7541 2.9473
S: -0.8251 -1.8258 0.9215
O: -2.1175 -1.2284 3.6479
H: 0.8871 1.0041 -3.7143
C: -2.1637 -0.0643 -2.8565
H: -2.8801 -3.6743 4.5784
H: -3.6622 -1.5679 5.7766
C: 1.7532 0.2048 0.5129
H: -2.9961 -0.7744 -2.8533
C: -4.1458 -1.3590 2.3526
C: 2.2346 0.7705 -1.6612
H: 1.9249 -3.4252 2.3514
C: 0.4307 -0.0162 4.7836
H: 2.3722 -4.5925 5.0465
Br: -1.9387 1.9215 0.7414
H: 1.6242 2.9364 -1.4326
H: 1.8560 0.8629 6.1412
H: 1.0943 -3.7872 5.9693
H: 2.3614 0.9180 4.4357
O: 0.5136 -0.7361 3.5080

Cartesian forces (eV/Å) of the 6 atoms listed first:
H -0.150 0.210 -0.059
C -1.057 0.114 -1.051
C -0.109 -0.148 0.490
O 0.445 -0.614 -0.072
H 0.053 0.123 0.231
H 0.335 -0.326 0.139



(3)
# C22H37ClF5N2O13P2S

A 2-piece molecular cluster, C22H37ClF5N2O13P2S overall (ωB97M-V/def2-TZVPD, OMol25).

Computed properties:
**HOMO-LUMO gap**: 2.86 eV
**Total charge**: -1
**Lowest unoccupied orbital energy**: 0.9 eV
**HOMO energy**: -1.981 eV

Element x y z (Å)
C: -1.4239 3.3297 0.7180
P: 0.3670 -1.6746 -1.5154
H: 2.6472 -0.0362 -0.9813
O: -1.8125 -5.1661 1.1048
O: 2.5578 5.3082 1.6587
H: 0.9308 1.2656 -1.7851
H: -3.0962 1.5357 -0.3613
C: -4.4912 0.9115 -2.3916
O: -6.4351 -1.0965 2.0622
C: 2.3898 -0.0174 0.1232
C: 7.0051 0.2705 0.5667
C: 0.4369 2.9699 -3.6653
H: 3.6777 -0.5013 1.8884
H: 7.8094 1.5119 2.2778
H: 4.7790 -1.3693 -0.8098
H: 5.7856 1.7620 1.1817
C: -0.2235 1.3387 -1.8115
H: 0.5651 4.0895 -3.8378
F: 0.8068 2.5793 0.2577
H: -7.1242 -1.7901 2.1688
H: 5.8157 -1.0848 1.9933
H: -2.7221 -4.8265 1.2489
O: -1.9045 2.9224 -2.9647
H: -0.3306 3.6693 -1.7285
H: 0.7164 -2.9737 1.3415
H: 9.1442 0.6915 1.3168
H: -3.2400 -0.9580 -2.1510
F: -0.3082 1.7139 1.9264
H: -5.2940 -0.0096 0.0088
O: -5.1559 -2.9532 1.6732
H: -4.5850 -1.6529 -0.6926
H: -0.7068 -3.4293 2.3012
C: -0.5210 2.0560 0.5317
N: -2.3554 -1.5655 0.7361
H: -2.4840 1.1200 2.9316
H: 7.6192 0.0686 -0.3907
F: -2.1035 3.3973 1.9908
H: -2.4251 -1.9633 -0.2357
H: -0.1507 -4.8192 -0.0774
F: -0.5431 4.4709 0.8642
O: -1.0271 -2.2824 -2.3581
C: -1.0214 -4.1807 0.3381
C: -0.7371 -1.0917 2.6036
C: -5.3717 -1.7568 1.3449
H: -2.4922 0.4767 -2.9417
F: -2.3461 3.7887 -0.2183
Cl: -4.9108 2.6370 -2.0915
O: 1.1459 -0.3412 0.6459
C: -0.4361 -3.0215 1.2419
O: 6.2689 1.4988 0.3646
C: -3.0759 0.1810 -2.0164
H: -1.6782 -3.9163 -0.5492
C: -0.0485 -0.5763 -0.0313
C: -0.5813 2.7557 -2.3931
O: 1.2891 -0.9964 -2.8343
H: 2.7296 1.0322 0.4882
H: -0.8699 -3.2512 -2.5194
C: 8.0838 0.5226 1.7481
N: 4.7720 -0.8166 0.0547
H: -0.4873 0.6620 -2.7168
C: 3.5230 -0.9644 0.8403
C: -0.9019 0.8156 -0.4200
P: -3.6187 0.6728 2.1421
H: -2.0945 3.8824 -2.8814
H: 8.0992 -0.3467 2.4880
S: 1.7330 -3.0825 -1.2368
O: -5.3466 0.1842 -2.9706
H: 0.0837 2.3835 -4.5776
H: 1.6530 5.1098 1.4439
H: -2.7433 -2.3288 1.3448
C: -4.6354 -0.9429 0.1948
C: 6.0102 -0.9765 0.8651
H: 1.4913 2.5621 -3.4114
H: 3.1636 -2.0326 1.0133
O: -1.7090 -1.4128 3.4213
C: -3.1652 -0.3419 0.6289
C: -0.9093 -1.4849 1.0433
C: -2.5033 0.5557 -0.5789
H: 6.5591 -1.9140 0.4861
O: -4.5454 1.8604 1.7153
O: 0.3758 -0.7105 3.2885
H: 1.1146 -1.5761 -3.6184
H: -4.3983 -0.0378 3.1425

Cartesian forces (eV/Å) of the 6 atoms listed first:
C -0.528 6.221 2.612
P 2.855 -2.695 -4.151
H -1.213 -0.282 0.967
O -0.020 1.338 -0.353
O 0.689 0.079 0.012
H -2.095 0.267 0.471



(4)
# C22H37ClIrP2

C22H37ClIrP2 as an isolated structure (ωB97M-V/def2-TZVPD, OMol25).

Computed properties:
**HOMO-LUMO gap (alpha / beta)**: 5.80 / 5.08 eV
**Total charge**: +2
**Multiplicity**: 6
**Lowest unoccupied orbital energy (alpha / beta)**: -6.5 / -9.4 eV
**HOMO energy (alpha / beta)**: -12.282 / -14.523 eV

Element x y z (Å)
H: 2.4436 3.1860 1.5261
H: -2.4241 2.7497 -0.0687
C: 0.0418 -3.3086 -1.0256
C: 4.8264 -0.9972 2.8900
H: -1.5654 2.2563 -2.2799
H: -2.9692 1.4853 -3.9456
C: -0.7455 -1.2087 0.9769
H: 0.7633 -4.0951 2.3171
C: 6.1837 -0.6188 0.9575
H: 0.2754 -2.6639 -1.8728
H: 5.1587 -0.5527 -0.9340
H: 2.9310 1.7433 0.4758
H: -3.2572 -1.7100 0.2153
H: 0.6176 -4.2304 -1.1322
H: -4.3213 1.2537 -2.9147
H: -1.3931 -0.0329 -0.7589
H: -2.2317 -0.7027 -3.7174
Cl: 2.1449 -1.0314 2.8391
C: -2.6625 -1.1257 -1.7347
H: -5.0405 2.0314 -0.3247
H: 0.8744 2.7815 -2.2183
H: -0.9198 -4.0035 1.6336
H: -0.3108 -2.7565 2.7617
C: -0.3591 3.1723 1.3224
C: 0.6234 3.3890 -1.3423
H: -5.2428 -0.1086 -1.1113
C: -3.3729 -0.9874 -0.5990
H: -0.5376 2.5548 2.1984
C: -0.0274 -3.4398 1.9487
C: -4.4942 -0.0420 -0.3206
H: -4.0736 1.5923 1.0173
Ir: 0.6434 0.0560 -0.7893
H: -0.4021 3.7714 -1.4330
H: 1.3421 4.2038 -1.2008
H: -1.4460 0.8705 0.8160
H: -1.8856 -1.8846 -1.7880
H: 2.6285 -2.4135 -0.1963
C: -4.1584 1.4285 -0.0617
C: -2.8841 1.9610 -0.6688
C: 3.6897 -0.9818 2.0844
H: -0.6168 -0.9113 2.0101
H: 6.9642 -0.8833 2.9677
C: 2.6486 -1.2810 -0.2289
H: -3.9358 -0.9301 -3.4113
H: 4.6949 -1.1776 3.9448
C: -2.4629 1.7639 -1.9238
C: -3.0223 -0.4703 -3.0072
C: -3.2386 1.0594 -2.9696
H: -1.6259 -1.7811 0.7813
C: 2.1545 2.2109 1.0854
H: 0.1820 4.0653 1.6459
H: -1.3152 3.4864 0.9124
C: 5.0594 -0.6682 0.1448
P: 0.5601 -2.4776 0.4984
H: 2.9394 -1.1355 -1.2860
H: 1.8222 1.4532 1.8441
H: -4.9964 -0.4636 0.5679
C: 6.0781 -0.8544 2.3340
P: 0.6575 2.2649 0.0800
C: -0.9357 0.0772 0.2458
C: 3.7744 -0.9128 0.6879
H: -1.0222 -3.5414 -0.9862
H: 7.1734 -0.4840 0.5208

Cartesian forces (eV/Å) of the 6 atoms listed first:
H -0.041 -0.696 -0.194
H 0.061 -0.665 -0.313
C 0.405 -0.140 0.078
C -0.737 -0.217 0.085
H 0.043 0.088 0.130
H 0.058 -0.238 0.189



| no. | E (hartree) |
| --- | --- |
| 1 | -1953.19341 |
| 2 | -5233.26138 |
| 3 | -3988.18115 |
| 4 | -2106.73484 |